The following is a quantum chemistry calculation of a molecular structure, C4H9NO2, from the OMol25 dataset.

Geometry as XYZ:
```
16
Properties=species:S:1:pos:R:3:lowdin_charge:R:1
N 1.243 -1.373 -0.390 0.174
C 0.327 -1.632 0.591 -0.560
O 0.288 -2.655 1.246 0.062
C -0.617 -0.487 0.867 -0.136
C -0.100 0.786 1.042 -0.079
C -0.063 1.762 -0.823 -0.232
O -0.331 0.971 -1.771 -0.167
H 1.812 -2.155 -0.681 0.115
H 1.025 -0.672 -1.090 0.082
H -1.327 -0.596 -0.595 0.114
H -1.578 -0.775 1.285 0.122
H -0.685 1.506 1.609 0.090
H 0.977 0.855 1.153 0.091
H -0.802 2.529 -0.548 0.099
H 0.985 2.035 -0.657 0.097
H -1.155 -0.099 -1.238 0.126
```

2S+1: 1
Max |F| in eV/Å: 0.4
Total charge: 0
Gap between HOMO and LUMO in eV: 9.77
HOMO in eV: -9.9
E_tot in a.u.: -362.91978
Energy above the lowest of the compared OMol25 structures with the same formula, charge and spin in kcal per mole: 104.0

The following is a quantum chemistry calculation of a molecular structure, C8H18AlO4 in a non-equilibrium geometry, from the OMol25 dataset.

Geometry as XYZ:
```
31
Properties=species:S:1:pos:R:3:lowdin_spin:R:1
C -1.034 1.951 9.297 -0.015
O -0.079 2.169 8.257 -0.074
C 0.977 3.068 8.639 -0.002
C 1.853 3.356 7.450 0.066
C 2.692 2.216 6.942 0.003
O 1.874 1.262 6.239 -0.078
C 2.636 0.280 5.535 -0.014
Al 0.021 1.251 6.614 -0.339
H -1.784 1.248 8.919 -0.008
H -0.531 1.521 10.174 0.000
H -1.514 2.903 9.560 0.000
H 1.543 2.603 9.462 0.002
H 0.515 3.997 9.001 -0.001
H 2.431 4.279 7.543 0.002
H 3.198 1.686 7.765 0.003
H 3.462 2.580 6.251 0.001
H 1.927 -0.395 5.042 -0.007
H 3.262 0.781 4.784 0.001
H 3.255 -0.285 6.245 0.000
H 1.046 3.927 6.544 0.016
O 3.552 4.726 2.961 0.829
C 3.242 3.679 3.762 0.098
C 1.759 3.418 3.961 0.005
O 1.193 4.480 4.707 0.106
C -0.024 4.214 5.262 0.285
H 3.728 3.798 4.761 0.032
H 3.706 2.746 3.358 0.038
H 1.624 2.442 4.457 0.001
H 1.241 3.361 2.988 0.001
H -0.470 5.086 5.743 0.012
H -0.712 3.620 4.646 0.037
```

2S+1: 2
Max |F| in eV/Å: 4.6
Total charge: +2
⟨S²⟩: 1.283
Gap between HOMO and LUMO (alpha / beta) in eV: 4.97 / 7.47
HOMO (alpha / beta) in eV: -15.7 / -16.7
E_tot in a.u.: -858.14887
Energy above the lowest of the compared OMol25 structures with the same formula, charge and spin in kcal per mole: 0.9

Copy entry 1 word for word.
The following is a quantum chemistry calculation of a molecular structure, C4H9NO2, from the OMol25 dataset.

Geometry as XYZ:
```
16
Properties=species:S:1:pos:R:3:lowdin_charge:R:1
N 1.243 -1.373 -0.390 0.174
C 0.327 -1.632 0.591 -0.560
O 0.288 -2.655 1.246 0.062
C -0.617 -0.487 0.867 -0.136
C -0.100 0.786 1.042 -0.079
C -0.063 1.762 -0.823 -0.232
O -0.331 0.971 -1.771 -0.167
H 1.812 -2.155 -0.681 0.115
H 1.025 -0.672 -1.090 0.082
H -1.327 -0.596 -0.595 0.114
H -1.578 -0.775 1.285 0.122
H -0.685 1.506 1.609 0.090
H 0.977 0.855 1.153 0.091
H -0.802 2.529 -0.548 0.099
H 0.985 2.035 -0.657 0.097
H -1.155 -0.099 -1.238 0.126
```

2S+1: 1
Max |F| in eV/Å: 0.4
Total charge: 0
Gap between HOMO and LUMO in eV: 9.77
HOMO in eV: -9.9
E_tot in a.u.: -362.91978
Energy above the lowest of the compared OMol25 structures with the same formula, charge and spin in kcal per mole: 104.0